{
  "formula": "C30H33FN6O10",
  "method": "ωB97M-V/def2-TZVPD",
  "gap_ev": 8.89,
  "homo_energy_ev": -9.6,
  "smiles": "CCNOC(=O)N[C@H](F)CC.O=[N+]([O-])c1ccccc1.O=[N+]([O-])c1ccccc1.O=[N+]([O-])c1ccccc1.O=[N+]([O-])c1ccccc1",
  "spin_multiplicity": 1,
  "e_tot_ha": -2343.2889,
  "species": ["C", "C", "N", "O", "C", "O", "N", "C", "F", "C", "C", "H", "H", "H", "H", "H", "H", "H", "H", "H", "H", "H", "H", "H", "O", "N", "O", "C", "C", "C", "C", "C", "C", "H", "H", "H", "H", "H", "O", "N", "O", "C", "C", "C", "C", "C", "C", "H", "H", "H", "H", "H", "O", "N", "O", "C", "C", "C", "C", "C", "C", "H", "H", "H", "H", "H", "O", "N", "O", "C", "C", "C", "C", "C", "C", "H", "H", "H", "H", "H"],
  "positions_angstrom": [[-5.169, 2.306, -4.161], [-3.581, 2.108, -4.218], [-2.888, 2.307, -2.890], [-3.742, 2.001, -1.844], [-3.263, 0.900, -1.082], [-2.119, 0.860, -0.587], [-4.146, -0.263, -0.820], [-4.740, -0.803, -2.066], [-6.183, -0.911, -1.891], [-4.102, -2.213, -2.526], [-2.741, -1.827, -3.319], [-5.469, 3.375, -3.907], [-5.710, 1.624, -3.427], [-5.572, 2.045, -5.201], [-3.163, 2.781, -5.032], [-3.382, 1.025, -4.570], [-2.774, 3.338, -2.821], [-4.885, 0.125, -0.197], [-4.604, -0.108, -2.977], [-3.939, -2.934, -1.664], [-4.826, -2.613, -3.326], [-1.885, -2.523, -3.016], [-2.920, -1.835, -4.454], [-2.386, -0.753, -3.086], [-0.311, -2.482, -5.391], [0.742, -3.101, -5.339], [1.838, -2.622, -5.584], [0.683, -4.514, -4.960], [-0.552, -5.107, -4.708], [-0.605, -6.456, -4.372], [0.569, -7.199, -4.285], [1.800, -6.597, -4.527], [1.862, -5.250, -4.867], [-1.473, -4.539, -4.773], [-1.562, -6.929, -4.180], [0.523, -8.252, -4.027], [2.712, -7.181, -4.455], [2.827, -4.794, -5.057], [3.708, 0.814, 4.174], [2.875, 1.619, 3.779], [2.897, 2.814, 4.032], [1.776, 1.116, 2.954], [1.695, -0.247, 2.674], [0.636, -0.724, 1.909], [-0.328, 0.158, 1.426], [-0.235, 1.519, 1.701], [0.818, 2.004, 2.467], [2.438, -0.943, 3.044], [0.560, -1.784, 1.691], [-1.154, -0.218, 0.836], [-0.986, 2.201, 1.320], [0.877, 3.066, 2.676], [3.865, -4.720, 2.025], [5.081, -4.746, 2.151], [5.806, -5.610, 1.682], [5.710, -3.670, 2.921], [4.914, -2.686, 3.503], [5.512, -1.679, 4.253], [6.894, -1.658, 4.413], [7.685, -2.639, 3.820], [7.094, -3.650, 3.070], [3.836, -2.692, 3.386], [4.901, -0.912, 4.716], [7.358, -0.874, 5.003], [8.762, -2.616, 3.945], [7.720, -4.410, 2.616], [-3.333, 5.343, 2.441], [-2.119, 5.315, 2.568], [-1.395, 4.450, 2.097], [-1.487, 6.386, 3.341], [-2.280, 7.371, 3.926], [-1.678, 8.373, 4.679], [-0.296, 8.389, 4.839], [0.492, 7.408, 4.244], [-0.102, 6.401, 3.491], [-3.358, 7.369, 3.808], [-2.287, 9.140, 5.144], [0.171, 9.169, 5.432], [1.569, 7.427, 4.369], [0.522, 5.640, 3.035]],
  "lowdin_charge": [-0.11, -0.22, -0.05, -0.08, -0.37, 0.08, 0.11, -0.31, -0.07, -0.15, -0.11, 0.08, 0.06, 0.08, 0.12, 0.10, 0.13, 0.15, 0.12, 0.11, 0.12, 0.07, 0.08, 0.07, 0.06, -0.34, 0.08, -0.14, -0.01, -0.07, -0.07, -0.06, 0.00, 0.11, 0.11, 0.11, 0.11, 0.12, 0.04, -0.34, 0.07, -0.14, 0.00, -0.05, -0.06, -0.05, 0.01, 0.09, 0.11, 0.08, 0.08, 0.10, 0.07, -0.35, 0.07, -0.15, 0.00, -0.06, -0.06, -0.07, -0.01, 0.10, 0.08, 0.11, 0.11, 0.12, 0.08, -0.33, 0.06, -0.14, 0.00, -0.07, -0.07, -0.06, 0.00, 0.12, 0.11, 0.11, 0.11, 0.11]
}



{
  "formula": "C34H44BN4O2P2W",
  "method": "ωB97M-V/def2-TZVPD",
  "gap_ev": [5.04, 4.59],
  "homo_energy_ev": [-15.9, -16.0],
  "spin_multiplicity": 3,
  "e_tot_ha": -2464.9004,
  "charge": 3,
  "species": ["W", "C", "P", "C", "N", "C", "C", "C", "C", "C", "C", "N", "C", "P", "C", "C", "C", "C", "C", "C", "C", "C", "C", "H", "H", "H", "H", "H", "H", "H", "H", "H", "H", "H", "H", "H", "H", "H", "H", "H", "H", "H", "H", "H", "H", "H", "H", "H", "H", "H", "H", "N", "C", "C", "C", "C", "N", "C", "C", "H", "H", "H", "H", "C", "C", "C", "C", "C", "C", "C", "C", "O", "B", "O", "C", "C", "H", "H", "H", "H", "H", "H", "H", "H", "H", "H", "H", "H"],
  "positions_angstrom": [[-0.982, 0.650, -0.536], [0.760, 0.800, -4.044], [-0.676, 0.141, -3.130], [-1.072, 1.686, -2.228], [-1.219, 2.894, -2.662], [-2.267, 3.768, -2.259], [-2.989, 4.468, -3.205], [-3.991, 5.388, -2.863], [-4.145, 5.821, -1.524], [-3.349, 5.179, -0.556], [-2.549, 4.063, -0.862], [-1.872, 3.517, 0.237], [-1.293, 2.377, 0.256], [0.288, 1.928, 0.987], [1.538, 3.036, 0.255], [0.215, 2.347, 2.775], [-0.584, 3.666, 2.916], [1.713, 2.326, 3.212], [-0.526, 1.186, 3.382], [-2.124, -0.203, -4.219], [-3.374, -0.361, -3.291], [-2.344, 0.960, -5.205], [-2.074, -1.599, -4.888], [0.579, 1.775, -4.464], [0.805, 0.010, -4.838], [1.630, 0.709, -3.385], [-2.779, 4.328, -4.271], [-4.579, 5.778, -3.717], [-4.764, 6.725, -1.276], [-3.411, 5.417, 0.527], [1.127, 3.701, -0.496], [2.238, 2.307, -0.104], [2.023, 3.598, 1.014], [-0.245, 4.490, 2.321], [-0.429, 3.993, 3.952], [-1.638, 3.466, 2.697], [2.191, 3.302, 2.928], [2.201, 1.390, 2.887], [1.821, 2.227, 4.321], [-1.528, 1.071, 2.949], [-0.720, 1.312, 4.447], [0.019, 0.276, 3.283], [-3.709, 0.595, -2.817], [-3.179, -1.103, -2.501], [-4.212, -0.781, -3.949], [-2.204, 1.972, -4.731], [-3.403, 0.804, -5.534], [-1.691, 0.810, -6.104], [-3.135, -1.894, -5.123], [-1.614, -2.307, -4.228], [-1.528, -1.602, -5.818], [-2.376, -0.993, 5.299], [-2.639, -1.006, 4.193], [-2.820, -1.080, 2.774], [-3.673, -0.247, 2.026], [-3.456, 0.006, 0.686], [-2.374, -0.627, 0.103], [-1.696, -1.660, 0.709], [-1.905, -1.919, 2.077], [-4.387, 0.366, 2.564], [-4.073, 0.682, 0.126], [-1.215, -2.380, 0.069], [-1.231, -2.560, 2.618], [5.448, -3.893, 2.716], [4.410, -4.858, 2.102], [3.600, -5.557, 3.237], [5.084, -5.821, 1.200], [3.599, -3.979, 1.159], [3.878, -3.666, -0.162], [3.569, -2.374, -0.755], [2.599, -1.662, -0.100], [2.119, -0.422, -0.534], [1.043, -0.099, 0.456], [1.249, -1.071, 1.599], [2.157, -2.069, 1.130], [2.528, -3.219, 1.686], [6.100, -4.424, 3.427], [4.895, -3.137, 3.361], [5.953, -3.269, 1.947], [4.259, -6.144, 3.909], [2.838, -6.311, 2.901], [3.092, -4.872, 3.884], [5.994, -6.297, 1.651], [5.482, -5.316, 0.315], [4.394, -6.646, 0.884], [4.480, -4.297, -0.749], [4.042, -2.019, -1.685], [2.078, -3.565, 2.659]],
  "mulliken_spin": [0.84, 0.00, 0.06, -0.18, 0.30, -0.09, 0.07, -0.06, 0.00, 0.04, -0.07, 0.01, 0.12, 0.00, 0.02, -0.01, 0.00, 0.00, 0.05, -0.02, 0.01, 0.00, 0.01, 0.00, 0.00, 0.00, 0.00, 0.00, 0.00, 0.00, 0.00, 0.00, 0.00, 0.00, 0.00, 0.00, 0.00, 0.00, 0.00, -0.01, 0.00, -0.01, 0.00, 0.00, 0.00, 0.00, 0.00, 0.00, 0.00, 0.00, 0.00, 0.02, 0.00, 0.03, -0.02, 0.08, 0.05, 0.05, -0.03, 0.00, -0.01, -0.01, 0.00, 0.04, 0.09, 0.01, 0.02, 0.09, 0.15, -0.03, 0.20, 0.14, -0.15, 0.04, 0.13, 0.04, 0.00, 0.00, 0.00, 0.00, 0.00, 0.00, 0.00, 0.00, 0.00, 0.00, 0.00, 0.00]
}



{
  "formula": "C8H15N2OP",
  "method": "ωB97M-V/def2-TZVPD",
  "gap_ev": [8.15, 7.69],
  "homo_energy_ev": [-8.5, -7.7],
  "spin_multiplicity": 1,
  "e_tot_ha": -839.7868,
  "species": ["C", "C", "C", "C", "C", "C", "C", "C", "N", "N", "O", "P", "H", "H", "H", "H", "H", "H", "H", "H", "H", "H", "H", "H", "H", "H", "H"],
  "positions_angstrom": [[-1.010, 0.448, -1.165], [-0.585, 0.862, -0.001], [-2.429, 0.696, -1.543], [-1.420, 1.511, 1.022], [-3.339, 0.476, -0.328], [-2.913, 1.522, 0.720], [3.079, -1.336, -0.772], [2.943, -2.391, 0.327], [3.350, -0.071, -0.161], [2.337, -1.670, 1.449], [2.608, 0.865, 2.289], [2.302, 0.037, 1.110], [-0.419, -0.160, -2.022], [-2.629, 1.673, -2.055], [-2.872, -0.112, -2.158], [-1.148, 1.125, 1.970], [-1.094, 2.641, 0.904], [-4.388, 0.671, -0.347], [-2.941, -0.433, 0.066], [-3.609, 1.629, 1.657], [-3.058, 2.461, 0.204], [3.726, -1.538, -1.595], [2.066, -1.327, -1.194], [2.271, -3.126, -0.134], [3.890, -2.972, 0.593], [3.722, 0.706, -0.766], [1.559, -2.186, 1.930]],
  "lowdin_charge": [-0.18, -0.06, -0.23, -0.23, -0.21, -0.22, -0.30, -0.27, -0.17, -0.14, -0.38, 0.67, 0.13, 0.13, 0.11, 0.08, 0.15, 0.10, 0.11, 0.14, 0.09, 0.11, 0.09, 0.10, 0.12, 0.14, 0.12]
}